# 1
The following is a quantum chemistry calculation of a structure of composition C36H38BrIKN7O3S2, from the OMol25 dataset.

## Properties
- Total charge: 0
- E_LUMO: -0.08 eV
- Kohn-Sham gap: 6.73 eV
- DFT total energy: -6271.7894 a.u.

Structure (XYZ):
```
89
Properties=species:S:1:pos:R:3:mulliken_charge:R:1
K 0.46091 0.90023 -0.22223 1.165
C -2.16994 -2.60414 5.08872 -1.476
C -1.86974 -1.32238 4.36122 0.806
C -0.60794 -0.74305 4.45043 -0.624
C -0.31099 0.42745 3.76942 -0.541
C -1.28232 1.02822 2.98302 0.305
C -2.54638 0.46659 2.88015 -0.993
C -2.83275 -0.70006 3.57170 -0.427
S -0.88926 2.54731 2.14870 0.926
O 0.57020 2.52367 1.98099 -0.553
O -1.38288 3.64943 2.94509 -0.753
N -1.61249 2.28134 0.78068 -0.232
C -1.80836 3.24942 -0.16630 -0.481
C -1.79306 4.62372 0.03392 -0.651
C -2.09936 5.52275 -1.00004 -0.922
C -2.43821 5.09675 -2.25447 -1.003
C -2.43897 3.71033 -2.52416 1.566
C -2.77379 3.19092 -3.79510 -0.757
C -2.71512 1.84698 -4.02068 -0.816
C -2.28713 1.01589 -2.96647 -0.165
N -1.98031 1.44909 -1.77070 0.093
C -2.08460 2.78397 -1.51032 0.422
H -1.83687 -2.55370 6.12647 0.447
H -1.65407 -3.44363 4.61750 0.157
H -3.23772 -2.82306 5.08138 0.372
H 0.15679 -1.21756 5.05368 0.499
H 0.67105 0.87741 3.83536 0.481
H -3.28693 0.93534 2.24589 0.387
H -3.82212 -1.13649 3.49266 0.472
H -1.57913 5.00211 1.02311 0.544
H -2.08467 6.58348 -0.77969 0.401
H -2.70347 5.79351 -3.03972 0.391
H -3.07318 3.87740 -4.57903 0.403
H -2.97456 1.41872 -4.98003 0.430
H -2.19563 -0.05518 -3.13129 0.197
N 3.49672 1.94441 0.90140 -0.250
C 3.19940 0.85205 1.64275 0.254
N 2.68935 -0.24102 1.16006 -0.186
C 2.56308 -1.19722 2.15681 -0.384
C 2.03099 -2.47164 1.98222 -0.494
C 1.95232 -3.32431 3.06992 -0.443
C 2.39979 -2.92641 4.32986 -0.689
C 2.92513 -1.65844 4.52158 -0.495
C 2.99945 -0.80583 3.43046 0.726
S 3.58982 0.83037 3.35598 -0.316
H 3.19847 1.92102 -0.07308 0.207
H 3.40810 2.83829 1.35717 0.330
H 1.69018 -2.77077 0.99821 0.577
H 1.54336 -4.31927 2.94353 0.422
H 2.33406 -3.60997 5.16616 0.412
H 3.26664 -1.34273 5.49895 0.388
C 4.30892 0.07621 -2.11207 -0.994
N 3.69134 0.78863 -3.21688 0.370
C 4.51858 0.95802 -4.39679 -1.205
C 2.64487 1.61551 -2.92831 0.310
O 2.35766 1.90946 -1.76214 -0.649
N 1.93205 2.12402 -3.98048 0.175
C 1.61555 1.30807 -5.14180 -1.170
C 0.91657 3.11434 -3.65453 -0.897
H 4.78478 -0.82433 -2.50193 0.449
H 3.55705 -0.21111 -1.38133 0.155
H 5.06924 0.68416 -1.61042 0.345
H 5.54371 1.18526 -4.09193 0.391
H 4.15524 1.78513 -5.00016 0.378
H 4.53949 0.05332 -5.01023 0.314
H 2.15780 0.36773 -5.10828 0.424
H 1.85911 1.82981 -6.07025 0.287
H 0.54496 1.08093 -5.14290 0.274
H 1.29269 3.80787 -2.90811 0.309
H 0.00907 2.64331 -3.26895 0.273
H 0.66462 3.66444 -4.56141 0.385
C -0.42534 -2.76248 -3.78124 -1.223
C 0.24344 -1.64637 -3.12640 0.189
N 0.76546 -0.77447 -2.59374 0.062
H -1.49998 -2.58706 -3.79338 0.293
H -0.22769 -3.67785 -3.22644 0.327
H -0.06152 -2.86905 -4.80156 0.366
Br -5.12353 -2.35046 0.95328 -0.124
C -3.75375 -3.51382 1.53340 0.019
C -4.10306 -4.54812 2.39318 -0.453
C -3.13893 -5.43280 2.84450 -0.502
C -1.81908 -5.28108 2.44545 -0.858
C -1.46993 -4.24748 1.59296 -0.254
C -2.43446 -3.36059 1.12571 0.276
I -1.83437 -1.86049 -0.18674 0.347
H -5.13437 -4.65217 2.70050 0.408
H -3.42101 -6.23571 3.51242 0.384
H -1.05759 -5.96367 2.79975 0.379
H -0.44143 -4.11842 1.28546 0.309
```

---

# 2
The following is a quantum chemistry calculation of a cluster of 2 separate species, C9H11N4 in total, from the OMol25 dataset.

## Properties
- Total charge: +1
- E_LUMO: -6.31 eV
- Kohn-Sham gap: 5.99 eV
- DFT total energy: -568.2172 a.u.

Structure (XYZ):
```
24
Properties=species:S:1:pos:R:3:mulliken_charge:R:1
C 3.76499 0.47194 -0.06865 -0.261
C 3.27672 -0.78910 0.27999 -0.558
C 2.88012 1.53153 -0.23651 -0.924
C 1.95741 -1.07615 0.24825 -0.619
C 1.52431 1.31068 -0.21817 -0.150
C -2.88711 2.18161 0.10117 -0.568
C -1.48243 2.01481 0.08667 0.225
C 1.02844 -0.00697 0.01150 1.199
C -0.34403 -0.28340 0.04766 -0.033
N -3.45581 0.92766 0.11431 -0.496
N -2.55057 0.03853 0.18293 -0.352
N -1.31763 0.64997 0.14150 0.568
N -2.85646 -3.31673 -0.16676 -0.612
H 4.87252 0.47234 -0.14446 0.353
H 4.08810 -1.44307 0.50655 0.396
H 3.32222 2.46640 -0.49090 0.418
H 1.66153 -2.03761 0.39415 0.527
H 0.99119 2.21893 -0.44725 0.120
H -3.53993 3.08478 0.10944 0.382
H -0.78046 2.86729 0.02960 0.304
H -0.91002 -1.30888 0.17161 0.450
H -2.73683 -3.65831 -1.11088 0.199
H -3.27648 -2.39302 -0.07633 0.231
H -3.22977 -3.92319 0.53458 0.202
```

---

# 3
The following is a quantum chemistry calculation of a structure of composition C37H29BrCoN9O2S, from the OMol25 dataset.

## Properties
- Total charge: +2
- E_LUMO (alpha / beta): -7.61 / -8.42 eV
- 2S+1: 5
- Kohn-Sham gap (alpha / beta): 4.53 / 3.71 eV
- DFT total energy: -6425.0297 a.u.

Structure (XYZ):
```
80
Properties=species:S:1:pos:R:3:lowdin_spin:R:1
Co 0.00058 -0.48187 0.55524 2.729
C -1.61524 2.54816 0.70620 0.002
O -1.39038 1.34785 -0.02035 0.029
C -1.85527 1.35478 -1.31428 0.002
C -2.56505 2.40358 -1.87386 0.000
C -2.90103 2.34843 -3.22414 0.001
Br -3.75386 3.86198 -3.99813 0.000
C -2.59839 1.24580 -3.98718 0.000
C -1.93282 0.14385 -3.42714 0.002
C -1.53730 0.22236 -2.08573 0.002
O -0.80893 -0.74686 -1.43306 0.037
C -1.74616 -0.96881 -4.34078 0.000
N -2.17466 -0.84758 -5.58079 0.000
C -1.94293 -2.01658 -6.20875 0.000
C -2.25674 -2.42076 -7.51344 0.000
C -1.90276 -3.69981 -7.87277 0.000
C -1.25281 -4.56306 -6.98401 0.000
C -0.93944 -4.18629 -5.68301 0.000
C -1.30728 -2.91034 -5.30527 0.000
N -1.18189 -2.20639 -4.12430 0.000
H -1.27080 3.41219 0.13532 0.000
H -1.02232 2.49165 1.61577 0.000
H -2.68045 2.65226 0.93936 0.000
H -2.86705 3.27528 -1.31725 0.000
H -2.87212 1.19438 -5.02810 0.000
H -0.53755 -1.43859 -2.04657 0.002
H -2.76901 -1.75094 -8.18480 0.000
H -2.13383 -4.05710 -8.86112 0.000
H -0.98832 -5.55523 -7.31096 0.000
H -0.43826 -4.85857 -5.00300 0.000
H -0.87343 -2.65443 -3.27344 0.000
S 1.14369 -2.62233 0.38699 0.338
C 2.63910 -1.89733 0.86005 0.103
N 3.62206 -2.68014 1.26035 0.034
N 4.85849 -2.31108 1.37197 0.252
C 5.60664 -1.38035 0.66832 0.020
C 6.82177 -0.96060 1.22755 0.062
C 7.64319 -0.09898 0.53147 -0.004
C 7.29111 0.33701 -0.73835 0.082
C 6.09641 -0.09029 -1.30448 -0.004
C 5.25106 -0.93195 -0.61185 0.064
N 2.77424 -0.56680 0.92682 -0.018
N 1.79639 0.20471 0.63365 0.102
C 2.09199 1.55918 0.73199 0.015
C 1.48006 2.42638 -0.17955 0.019
C 1.81418 3.76444 -0.17722 -0.001
C 2.76190 4.24194 0.71765 0.023
C 3.36817 3.38188 1.62751 -0.001
C 3.04323 2.04123 1.64209 0.018
H 5.37529 -2.88048 2.04433 0.002
H 7.10654 -1.31265 2.20739 0.002
H 8.57131 0.21779 0.97603 -0.002
H 7.95026 0.98961 -1.28789 0.004
H 5.83648 0.21914 -2.30358 -0.002
H 4.35193 -1.29605 -1.08444 0.003
H 0.80695 2.01920 -0.91992 0.001
H 1.34333 4.44148 -0.87195 0.000
H 3.03366 5.28752 0.69389 0.001
H 4.09899 3.76528 2.32304 0.000
H 3.49474 1.35668 2.34591 0.001
N -6.54155 2.48482 8.24900 0.000
C -5.89528 1.90738 7.50176 0.000
C -5.06654 1.22479 6.57551 0.000
C -4.78900 -0.13356 6.72526 0.000
C -3.93222 -0.76273 5.84095 0.001
C -3.34681 -0.05136 4.79679 0.000
C -3.65850 1.29870 4.63024 0.000
C -4.50767 1.93380 5.51250 0.000
N -2.43663 -0.68419 3.92167 0.005
C -2.07470 -2.00437 3.88590 0.002
C -1.16303 -2.13826 2.88503 0.008
N -0.95482 -0.91716 2.29844 0.042
C -1.73358 -0.07373 2.95324 0.013
H -5.23913 -0.68986 7.53306 0.000
H -3.71866 -1.80902 5.97974 0.000
H -3.24392 1.87212 3.81773 0.000
H -4.74338 2.98015 5.38817 0.000
H -2.46500 -2.74915 4.54555 0.000
H -0.65936 -3.02603 2.55895 0.005
H -1.78792 0.97392 2.75306 0.001
```

---

# 4
The following is a quantum chemistry calculation of a structure of composition C7H5NO6Pm, from the OMol25 dataset.

## Properties
- Total charge: +3
- E_LUMO (alpha / beta): -14.31 / -14.10 eV
- 2S+1: 5
- Kohn-Sham gap (alpha / beta): 7.45 / 7.66 eV
- DFT total energy: -1383.1446 a.u.

Structure (XYZ):
```
20
Properties=species:S:1:pos:R:3:lowdin_spin:R:1
O 0.81290 0.53087 -5.56540 0.000
C 0.90704 -0.47741 -5.08521 0.000
Pm 0.29917 -1.47448 -0.22324 4.029
O -1.50705 0.95605 -2.30835 0.001
C -1.01206 0.23976 -1.53651 -0.006
C 2.40190 -1.49428 -1.66536 -0.006
O 3.36501 -1.24910 -2.23939 0.000
C 1.28558 0.65220 -1.16296 -0.006
O 1.72962 1.52802 -1.78452 0.001
C -1.13156 -2.12063 -2.23557 -0.004
O -1.88970 -2.16749 -3.09425 0.001
C -0.55643 -0.26116 3.71553 0.000
C -0.47730 0.46824 2.43353 0.000
N -0.70979 1.77652 2.44127 -0.001
O -0.19243 -0.14125 1.34488 -0.010
H -0.81463 0.48025 4.49807 0.000
H 0.40616 -0.74748 3.92732 0.000
H -1.31740 -1.05101 3.64650 0.000
H -0.66234 2.29943 1.57693 0.000
H -0.93668 2.25294 3.31672 0.000
```